No. 1
{
  "formula": "C14H7F3N3O10S3",
  "method": "ωB97M-V/def2-TZVPD",
  "elements": ["C", "C", "C", "C", "C", "C", "S", "O", "O", "C", "S", "O", "O", "H", "H", "H", "H", "H", "O", "S", "O", "C", "F", "F", "F", "C", "C", "C", "N", "O", "O", "N", "C", "C", "N", "O", "O", "C", "H", "H"],
  "coordinates": [[4.6423, 2.5939, -2.0536], [3.5055, 2.7236, -1.2544], [2.7735, 1.5834, -0.9405], [3.1714, 0.3366, -1.3864], [4.3078, 0.1918, -2.1755], [5.0414, 1.3300, -2.5147], [2.1339, -1.0235, -0.8183], [1.4382, -1.5428, -1.9703], [2.9084, -1.9047, 0.0322], [1.1159, -0.1214, 0.2092], [1.3118, 1.5685, 0.1169], [1.6863, 2.0296, 1.4344], [0.2451, 2.2036, -0.6182], [5.2209, 3.4822, -2.3156], [3.1806, 3.6875, -0.8652], [4.6029, -0.8032, -2.5048], [5.9319, 1.2322, -3.1389], [1.0891, -0.4973, 1.2292], [-2.3724, 2.4081, 2.0123], [-2.1042, 1.1098, 2.5793], [-0.9963, 0.8554, 3.4689], [-3.6754, 0.6604, 3.5523], [-3.8048, 1.5498, 4.5564], [-4.7583, 0.7269, 2.7490], [-3.5762, -0.5831, 4.0655], [-1.9997, -0.1013, 1.2353], [-1.1247, -1.2023, 1.3368], [-1.3290, -2.2417, 0.4292], [-1.0201, -3.5895, 0.5870], [-0.4302, -4.2479, 1.4219], [-1.7288, -4.2500, -0.4772], [-2.4028, -3.3542, -1.2538], [-2.1631, -2.1343, -0.6923], [-2.8085, -0.8681, -0.9336], [-3.6162, -0.6222, -2.1056], [-3.7529, -1.4904, -2.9903], [-4.1713, 0.5005, -2.1777], [-2.7644, 0.1016, 0.0836], [-0.4158, -1.3383, 2.1409], [-3.2920, 1.0406, -0.0533]],
  "forces_ev_per_a": [[-0.10, -0.15, 0.05], [0.00, -0.07, -0.14], [0.05, 0.12, 0.11], [0.14, -0.07, -0.09], [-0.04, 0.12, -0.04], [-0.14, 0.02, 0.09], [-0.60, 1.14, 1.13], [0.39, -0.45, -0.29], [0.21, -0.52, -0.68], [-0.31, -0.32, 0.17], [0.30, -1.55, -0.13], [-0.25, 0.83, -0.07], [0.06, 0.62, 0.16], [-0.14, -0.30, 0.08], [0.12, -0.16, -0.15], [0.00, 0.24, 0.01], [-0.25, 0.05, 0.20], [0.80, 0.39, -0.35], [-0.16, -0.85, 0.58], [1.19, -0.05, -0.93], [-0.97, 0.13, -0.29], [0.13, -0.05, -0.11], [0.00, -0.72, -0.73], [0.70, -0.09, 0.65], [-0.18, 0.87, -0.34], [0.73, -0.70, 1.13], [-0.68, 1.17, 0.64], [0.25, -1.94, 0.05], [-0.88, 1.12, -0.69], [-0.37, 0.56, -0.73], [0.97, 0.61, 0.84], [0.51, 1.98, 0.98], [-1.22, -1.88, -1.27], [0.24, 0.66, 1.15], [-1.44, 0.93, -1.77], [0.65, 1.22, 2.00], [0.93, -1.86, 0.20], [-0.28, -0.92, -1.73], [-0.38, 0.07, 0.31], [-0.02, -0.21, -0.02]],
  "mol_weight_da": 530.4,
  "total_charge": -1,
  "energy_ha": -2948.2566
}

---

No. 2
{
  "formula": "C14H8BrCl2I2InNO4",
  "method": "ωB97M-V/def2-TZVPD",
  "elements": ["In", "I", "C", "I", "H", "H", "Cl", "C", "C", "C", "Cl", "C", "O", "C", "C", "O", "C", "H", "H", "H", "Br", "C", "C", "C", "C", "C", "N", "C", "O", "O", "H", "H", "H"],
  "coordinates": [[0.6960, 0.0238, 0.1616], [3.6335, -0.3966, 1.4300], [4.0701, 1.4251, 0.4082], [2.7862, 1.8478, -1.2539], [5.0836, 1.3576, 0.0307], [3.9628, 2.2361, 1.1164], [-1.5081, -5.5780, -3.6754], [-0.7029, -4.3072, -2.8502], [0.1424, -4.6076, -1.7792], [0.8281, -3.5958, -1.1483], [1.7834, -3.8673, 0.2503], [0.7461, -2.2578, -1.6066], [1.5534, -1.3303, -1.1554], [-0.2473, -1.9634, -2.5763], [-0.6881, -0.5930, -2.7324], [-0.3175, 0.3738, -2.0645], [-0.9312, -2.9961, -3.2145], [0.2399, -5.6306, -1.4423], [-1.4773, -0.4408, -3.4853], [-1.6656, -2.7734, -3.9789], [1.3644, 2.8484, 2.2967], [-0.3763, 2.1574, 2.4769], [-1.2981, 2.7292, 3.3286], [-2.5649, 2.1580, 3.3868], [-2.8605, 1.0454, 2.6160], [-1.8694, 0.5344, 1.7958], [-0.6637, 1.0927, 1.7342], [-2.1182, -0.7188, 0.9476], [-3.2338, -1.1797, 0.9438], [-1.0825, -1.1584, 0.3202], [-1.0281, 3.5894, 3.9225], [-3.3144, 2.5863, 4.0388], [-3.8229, 0.5559, 2.6260]],
  "forces_ev_per_a": [[-1.04, -0.63, -0.92], [-0.39, 0.28, -0.27], [-0.02, -0.01, -0.06], [-0.14, -0.33, 0.49], [-0.01, -0.01, -0.02], [0.03, 0.00, -0.01], [-0.13, -0.23, -0.10], [0.10, 0.38, 0.08], [-0.08, 0.00, -0.02], [0.01, 0.78, -0.40], [0.23, -0.27, 0.20], [-0.58, -0.80, -0.42], [0.23, 0.50, 1.01], [0.55, 0.18, 0.55], [-0.06, -0.41, -0.24], [0.07, 0.39, 0.54], [-0.22, -0.21, -0.10], [0.03, 0.01, 0.01], [0.08, 0.11, 0.00], [0.00, 0.02, 0.01], [-0.08, 0.11, 0.12], [-0.09, 0.06, 0.03], [0.10, 0.00, -0.03], [-0.02, -0.03, -0.01], [0.14, 0.07, -0.01], [-0.40, -0.28, 0.04], [1.02, -0.08, -0.63], [-0.27, 0.20, 0.20], [0.19, 0.02, -0.02], [0.79, 0.16, -0.05], [-0.03, 0.01, 0.00], [0.01, 0.00, 0.01], [0.00, 0.00, 0.00]],
  "e_above_lowest_kcal_mol": 27.09,
  "mol_weight_da": 773.7,
  "total_charge": 1
}

---

No. 3
{
  "formula": "C14H8F5N3PdS3",
  "method": "ωB97M-V/def2-TZVPD",
  "elements": ["Pd", "C", "S", "C", "S", "N", "N", "C", "C", "C", "C", "C", "C", "N", "H", "H", "H", "H", "H", "H", "H", "H", "F", "C", "C", "F", "C", "F", "C", "S", "C", "F", "C", "F"],
  "coordinates": [[0.6186, 0.3594, 0.4478], [3.4570, 1.7275, 4.3640], [3.5407, -0.0785, 4.1042], [2.6511, -0.1208, 2.5878], [0.9155, 0.1046, 2.6910], [3.2587, -0.2878, 1.4584], [2.5181, -0.1810, 0.3805], [3.0143, -0.2153, -0.8574], [2.0895, -0.0781, -1.8995], [2.4039, -0.1098, -3.2817], [1.3947, -0.1273, -4.2039], [0.0567, -0.1193, -3.7712], [-0.1920, -0.0099, -2.4233], [0.7763, 0.0419, -1.5158], [3.9591, 1.9258, 5.3055], [2.4198, 2.0521, 4.4107], [3.9760, 2.2150, 3.5427], [4.0705, -0.3842, -1.0237], [3.4394, -0.1344, -3.5822], [1.6092, -0.1503, -5.2612], [-0.7605, -0.1804, -4.4701], [-1.2082, 0.0555, -2.0509], [-5.7528, -2.3445, 0.4167], [-4.7455, -1.4691, 0.4124], [-3.4251, -1.9176, 0.4064], [-3.1587, -3.2241, 0.3958], [-2.3922, -0.9967, 0.4116], [-1.0995, -1.4470, 0.4080], [-2.6196, 0.3862, 0.4332], [-1.3446, 1.5443, 0.5163], [-3.9607, 0.8090, 0.4162], [-4.2291, 2.1159, 0.4065], [-5.0092, -0.0976, 0.4120], [-6.2711, 0.3362, 0.4119]],
  "forces_ev_per_a": [[0.41, 0.00, 1.45], [-0.18, -0.30, -0.25], [0.35, -0.03, 0.13], [-1.93, 0.29, -0.37], [0.51, 0.52, 0.31], [2.62, -0.28, 0.57], [-0.50, -0.06, -2.96], [0.83, -0.13, 3.77], [-2.30, 0.13, -2.47], [0.41, -0.10, 1.58], [-1.36, 0.05, -0.14], [1.03, -0.08, -0.50], [-0.21, 0.09, 0.24], [0.83, 0.18, -1.46], [0.06, 0.00, 0.05], [0.04, -0.01, 0.04], [0.03, 0.11, 0.08], [0.06, 0.08, 0.08], [0.11, -0.05, -0.03], [0.09, -0.04, -0.07], [-0.07, 0.04, -0.07], [0.10, 0.10, 0.09], [0.01, -0.01, -0.02], [0.33, 0.28, 0.01], [-0.19, 0.26, -0.01], [-0.07, -0.05, 0.00], [0.21, 0.36, 0.03], [-1.38, -0.50, -0.04], [-0.46, -0.63, 0.00], [0.00, 0.65, -0.06], [0.38, -0.54, -0.03], [-0.09, -0.03, 0.04], [0.30, -0.23, 0.01], [0.04, -0.07, -0.01]],
  "e_above_lowest_kcal_mol": 17.54,
  "mol_weight_da": 515.9
}